C13H14CoN7O4 as an isolated structure in a non-equilibrium geometry. Source: the Open Molecules 2025 dataset; level of theory: ωB97M-V with the def2-TZVPD basis set.

Summary:
E in Eh: -2570.35931
E_HOMO (spin up / spin down) in eV: -15.46 / -15.47

The geometry in ORCA input format:
```
! wB97M-V def2-TZVPD RIJCOSX def2/J DEFGRID3
* xyz 2 1
Co -0.445 -0.009 -0.576
O -4.006 0.045 1.338
C -2.792 0.007 0.881
O -2.489 -0.045 -0.313
C -1.698 0.029 1.888
C -1.746 0.044 3.263
C -0.528 0.078 3.952
C 0.677 0.112 3.263
C 0.639 0.095 1.877
N -0.526 0.044 1.252
C 1.783 0.141 0.893
O 2.926 0.285 1.201
O 1.350 0.008 -0.366
H -4.656 0.047 0.611
H -2.695 0.032 3.781
H -0.531 0.086 5.034
H 1.634 0.155 3.766
N 1.102 6.057 -1.590
C 1.081 4.749 -1.780
N 2.140 4.120 -2.282
N -0.055 4.114 -1.448
C -0.226 2.868 -1.412
N -0.474 1.722 -1.335
H 1.889 6.630 -1.848
H 0.274 6.505 -1.232
H 2.973 4.614 -2.558
H 2.107 3.131 -2.463
C 1.384 -4.988 -1.329
N 0.414 -3.898 -1.166
C -0.951 -4.039 -1.028
C -1.461 -2.792 -0.910
N -0.415 -1.882 -0.991
C 0.702 -2.604 -1.122
H 0.835 -5.915 -1.457
H 2.013 -5.056 -0.446
H 1.991 -4.806 -2.212
H -1.428 -5.003 -1.054
H -2.488 -2.482 -0.857
H 1.695 -2.200 -1.225
*
```


C13H14N4O3S2 in the gas phase in a non-equilibrium geometry. Source: the Open Molecules 2025 dataset; level of theory: ωB97M-V with the def2-TZVPD basis set.

Summary:
E in Eh: -1744.42950
Energy relative to the best compared isomer or geometry (same formula, charge and spin) in kcal/mol: 327.2
E_HOMO in eV: -7.56

The geometry in ORCA input format:
```
! wB97M-V def2-TZVPD RIJCOSX def2/J DEFGRID3
* xyz 0 1
C -2.763 -2.459 1.665
C -2.225 -2.633 0.131
H -2.334 -3.577 -0.201
C -0.851 -2.297 -0.152
O -0.132 -3.272 -0.745
N -0.637 -1.095 0.290
C 0.560 -0.485 0.296
C 1.782 -0.966 -0.439
C 2.941 -0.252 -0.496
C 3.069 1.031 -0.068
C 1.815 1.892 0.425
C 0.591 1.082 0.405
H -0.176 1.289 0.754
H 1.946 2.822 0.718
O 4.164 1.816 -0.300
C 5.095 1.183 -0.835
C 5.347 -0.417 -0.514
H 6.050 -0.802 -1.071
O 4.217 -0.841 -0.887
H 5.531 -0.270 0.620
H 6.044 1.763 -0.877
H 4.774 1.372 -1.868
H 1.789 -1.911 -0.545
H -1.407 -0.355 0.733
S -3.523 -1.620 -1.289
C -3.563 -0.132 -0.517
N -2.958 0.237 0.423
N -3.228 1.870 0.581
C -4.267 2.112 -0.058
N -4.671 3.353 -0.056
H -5.204 3.836 -0.977
H -4.221 4.045 0.283
S -4.779 0.958 -1.270
H -2.165 -3.157 2.198
H -3.858 -2.906 1.714
H -2.751 -1.215 1.927
*
```


C13H15Br12F6N2O7S2 as an isolated structure in a non-equilibrium geometry. Source: the Open Molecules 2025 dataset; level of theory: ωB97M-V with the def2-TZVPD basis set.

Summary:
E in Eh: -33424.28710
E_HOMO in eV: -6.61

The geometry in ORCA input format:
```
! wB97M-V def2-TZVPD RIJCOSX def2/J DEFGRID3
* xyz -1 1
N -3.722 1.811 -0.016
C -2.507 2.135 0.769
C -2.628 1.475 2.187
C -1.776 0.187 2.369
C -2.260 -1.037 1.528
S -1.382 -1.279 -0.033
O -1.995 -2.463 -0.639
O -1.540 -0.159 -0.975
N 0.223 -1.621 0.187
S 1.175 -0.342 -0.173
O 2.529 -0.685 0.253
O 0.809 0.928 0.425
C 1.310 -0.050 -1.996
O 1.823 0.934 -2.340
C 0.819 -1.054 -3.094
F 1.957 -1.519 -3.716
F 0.234 -2.149 -2.573
C -0.043 -0.410 -4.209
F 0.624 0.545 -4.903
F -1.117 0.229 -3.687
C -0.608 -1.425 -5.253
F -1.168 -0.665 -6.259
F 0.341 -2.152 -5.859
C -1.751 -2.339 -4.707
O -1.637 -3.505 -4.837
O -2.872 -1.833 -4.124
H -4.101 2.675 -0.388
H -3.531 1.155 -0.770
H -2.528 3.237 0.941
H -1.557 1.917 0.250
H -3.697 1.235 2.358
H -2.287 2.241 2.923
H -0.705 0.426 2.239
H -1.888 -0.113 3.438
H -2.052 -1.941 2.140
H -3.359 -0.970 1.427
H -2.931 -2.282 -3.254
C 2.705 2.302 3.617
Br 3.436 0.591 4.133
Br 3.305 2.850 1.867
Br 0.785 2.320 3.742
H 3.080 3.035 4.325
C 6.202 -1.083 -0.062
Br 6.307 -2.882 0.631
Br 6.744 0.222 1.254
Br 7.190 -0.890 -1.712
H 5.157 -0.890 -0.289
C 5.309 4.568 6.502
Br 6.045 2.858 7.017
Br 5.915 5.114 4.751
Br 3.379 4.588 6.632
H 5.681 5.300 7.208
C -5.553 -3.919 -1.794
Br -5.528 -2.432 -0.564
Br -6.453 -3.467 -3.445
Br -3.781 -4.613 -2.115
H -6.125 -4.710 -1.327
*
```


C13H15BrClNO3 in the gas phase. Source: the Open Molecules 2025 dataset; level of theory: ωB97M-V with the def2-TZVPD basis set.

Summary:
E in Eh: -3819.09608
Energy relative to the best compared isomer or geometry (same formula, charge and spin) in kcal/mol: 0.8
E_HOMO in eV: -9.15

The geometry in ORCA input format:
```
! wB97M-V def2-TZVPD RIJCOSX def2/J DEFGRID3
* xyz 0 1
C -3.447 1.088 -1.630
C -1.947 1.350 -1.597
C -1.635 2.841 -1.709
H -2.036 3.228 -2.648
H -2.123 3.380 -0.893
C -0.134 3.125 -1.675
N 0.453 2.788 -0.395
C 1.282 1.742 -0.234
O 1.697 1.048 -1.133
C 1.730 1.505 1.222
H 2.725 1.924 1.379
H 1.016 1.932 1.934
O 1.863 0.111 1.445
C 0.734 -0.587 1.260
O -0.330 -0.062 1.051
C 0.975 -2.050 1.354
C 2.250 -2.539 1.077
C 2.492 -3.897 1.129
C 1.484 -4.794 1.455
C 0.219 -4.315 1.730
C -0.044 -2.951 1.678
Cl -1.627 -2.407 2.047
H -0.577 -4.997 1.986
H 1.689 -5.853 1.491
Br 4.233 -4.550 0.754
H 3.033 -1.846 0.812
H 0.053 3.237 0.414
H 0.054 4.185 -1.877
H 0.384 2.521 -2.423
H -1.532 0.954 -0.669
H -1.465 0.822 -2.423
H -3.941 1.592 -0.801
H -3.882 1.452 -2.559
H -3.647 0.023 -1.549
*
```


A 3-piece molecular cluster, C13H15BrN3 overall in a non-equilibrium geometry. Source: the Open Molecules 2025 dataset; level of theory: ωB97M-V with the def2-TZVPD basis set.

Summary:
E in Eh: -3242.22515
E_HOMO in eV: -10.89

The geometry in ORCA input format:
```
! wB97M-V def2-TZVPD RIJCOSX def2/J DEFGRID3
* xyz 1 1
C 5.365 0.866 -4.881
C 4.227 0.413 -4.966
C 2.888 -0.236 -5.483
N 1.764 0.789 -5.411
Br 1.880 1.740 -3.780
H 6.357 1.381 -5.041
H 2.985 -0.540 -6.577
H 2.587 -1.103 -4.826
H 1.833 1.425 -6.229
H 0.848 0.307 -5.424
N -2.001 0.751 0.916
C -2.362 0.701 -0.373
C -1.485 0.897 -1.428
C -0.157 1.164 -1.134
C 0.243 1.223 0.191
C -0.712 1.009 1.172
H -3.412 0.493 -0.552
H -1.833 0.842 -2.452
H 0.561 1.324 -1.934
H 1.272 1.429 0.458
H -0.448 1.041 2.224
N -2.571 -2.840 5.342
C -2.820 -2.135 4.230
C -2.213 -0.926 3.931
C -1.297 -0.411 4.836
C -1.023 -1.121 5.995
C -1.681 -2.323 6.198
H -3.547 -2.577 3.556
H -2.452 -0.400 3.015
H -0.801 0.533 4.640
H -0.314 -0.750 6.724
H -1.498 -2.916 7.088
*
```


C13H15Cl2GaN3O3Se as an isolated structure. Source: the Open Molecules 2025 dataset; level of theory: ωB97M-V with the def2-TZVPD basis set.

Summary:
E in Eh: -6140.89221
Energy relative to the best compared isomer or geometry (same formula, charge and spin) in kcal/mol: 0.0
E_HOMO in eV: -12.08

The geometry in ORCA input format:
```
! wB97M-V def2-TZVPD RIJCOSX def2/J DEFGRID3
* xyz 1 1
Ga -0.951 1.650 1.029
N -1.324 3.291 4.637
C -1.246 2.970 3.357
O -0.951 1.794 3.027
C -1.545 4.014 2.308
C -0.905 3.643 0.965
H -1.185 2.583 5.341
H -1.565 4.226 4.917
H -1.263 5.001 2.680
H -2.637 4.013 2.215
H 0.115 4.024 0.901
H -1.474 4.070 0.142
C 1.723 0.471 -2.455
N 1.685 -0.659 -1.542
C 1.537 -0.619 -0.216
Se 1.360 0.909 0.868
N 1.595 -1.869 0.257
C 1.766 -2.763 -0.788
C 1.866 -4.148 -0.832
C 2.026 -4.710 -2.082
C 2.084 -3.928 -3.245
C 1.984 -2.552 -3.200
C 1.823 -1.985 -1.941
H 1.602 1.386 -1.884
H 0.918 0.376 -3.182
H 2.682 0.484 -2.971
H 1.524 -2.078 1.240
H 1.823 -4.754 0.062
H 2.108 -5.784 -2.171
H 2.209 -4.417 -4.200
H 2.029 -1.951 -4.098
Cl -1.512 -0.162 -1.410
C -2.521 -0.884 -0.126
Cl -1.518 -1.502 1.198
C -3.419 0.224 0.434
O -4.609 0.102 0.398
O -2.766 1.245 0.921
H -3.070 -1.712 -0.556
*
```


Q: What is the E in the fifth record?
A: -3242.22515 Eh


Q: Among the records above, which one has the lowest E?
A: C13H15Br12F6N2O7S2


Q: What is the formula in the sixth record?
A: C13H15Cl2GaN3O3Se


Q: The highest E belongs to which entry?
A: C13H14N4O3S2